Formula: C3H3O4S
Source: the OMol25 dataset
Level of theory: ωB97M-V/def2-TZVPD

The gap between HOMO and LUMO is 7.8 eV.

```
! wB97M-V def2-TZVPD RIJCOSX def2/J DEFGRID3
* xyz -1 1
C 0.231 0.014 -0.092
C 0.761 -0.342 -1.352
C -0.483 -0.983 0.650
O 1.693 -0.365 -0.458
O 0.560 -0.749 -2.491
O 0.338 2.637 -0.611
O -1.218 1.766 1.146
S 0.168 1.757 0.625
H -1.422 -0.553 0.921
H 0.077 -1.250 1.640
H -0.705 -1.931 0.023
*
```

Mulliken population analysis, charges in e, atoms 1 to 5:
1. C 1.000
2. C 0.186
3. C -1.161
4. O -0.441
5. O -0.646


Formula: C3H3O4Zn
Source: the OMol25 dataset
Level of theory: ωB97M-V/def2-TZVPD

Its expectation value of S² is 0.7544. The gap between HOMO and LUMO (alpha / beta) is 4.0 / 7.7 eV.

```
! wB97M-V def2-TZVPD RIJCOSX def2/J DEFGRID3
* xyz 2 2
O 2.278 1.921 -0.059
C 1.568 0.977 -0.072
C 0.257 0.868 -0.839
H 1.006 0.140 1.169
H -0.373 1.694 -0.477
H 0.429 0.951 -1.919
O -0.407 -0.389 -0.635
C -0.677 -0.912 0.523
O 0.074 -0.618 1.534
O -1.332 -1.957 0.589
Zn -2.824 -2.675 0.187
*
```

Mulliken population analysis, charges in e, atoms 1 to 5:
1. O -0.155
2. C 0.160
3. C -0.263
4. H 0.473
5. H 0.352


Formula: C3H3OP
Source: the OMol25 dataset
Level of theory: ωB97M-V/def2-TZVPD

The gap between HOMO and LUMO (alpha / beta) is 8.4 / 8.4 eV.

```
! wB97M-V def2-TZVPD RIJCOSX def2/J DEFGRID3
* xyz 0 1
C -0.160 0.894 -0.778
C -1.215 0.176 -0.307
C 0.726 0.037 0.008
O -0.939 -0.464 2.037
P -0.892 -1.270 0.914
H 0.233 0.947 -1.836
H 1.034 -0.543 -0.943
H 1.212 0.222 0.904
*
```

Mulliken population analysis, charges in e, atoms 1 to 5:
1. C -0.392
2. C 0.100
3. C -0.513
4. O -0.398
5. P 0.291


Formula: C3H3OPS
Source: the OMol25 dataset
Level of theory: ωB97M-V/def2-TZVPD

Its expectation value of S² is 2.0141. The gap between HOMO and LUMO (alpha / beta) is 6.8 / 7.4 eV.

```
! wB97M-V def2-TZVPD RIJCOSX def2/J DEFGRID3
* xyz 0 3
C 0.937 -0.062 0.203
C 0.353 1.156 -0.239
C 0.141 -1.097 0.466
O -0.694 1.578 0.050
P -1.564 -1.228 -0.260
S -2.693 0.294 0.071
H 1.925 -0.057 0.114
H 0.962 1.589 -1.045
H 0.633 -2.174 0.640
*
```

Mulliken population analysis, charges in e, atoms 1 to 5:
1. C -0.354
2. C 0.144
3. C -0.339
4. O -0.444
5. P 0.003


Formula: C3H3P
Source: the OMol25 dataset
Level of theory: ωB97M-V/def2-TZVPD

The gap between HOMO and LUMO is 9.3 eV. The SMILES is [H]/P=C/C#C.

```
! wB97M-V def2-TZVPD RIJCOSX def2/J DEFGRID3
* xyz 0 1
H 1.154 -1.663 -1.909
P 0.992 -1.281 -0.611
C 0.061 0.015 -0.970
C -0.445 0.586 0.654
C -0.546 0.983 1.810
H -0.588 0.486 -1.787
H -0.628 0.873 2.812
*
```

Mulliken population analysis, charges in e, atoms 1 to 5:
1. H 0.011
2. P -0.098
3. C -0.104
4. C -0.480
5. C -0.025


Formula: C3H3PS
Source: the OMol25 dataset
Level of theory: ωB97M-V/def2-TZVPD

The gap between HOMO and LUMO is 6.9 eV. The SMILES is Cc1pc1=S.

```
! wB97M-V def2-TZVPD RIJCOSX def2/J DEFGRID3
* xyz 0 1
C -0.192 0.100 0.017
C -1.560 0.553 -0.062
P -2.706 1.823 -0.126
C -2.879 0.013 0.123
S -3.870 -1.296 0.110
H -0.206 -1.128 0.054
H 0.482 0.562 0.849
H 0.325 0.184 -0.844
*
```

Mulliken population analysis, charges in e, atoms 1 to 5:
1. C -0.755
2. C 0.434
3. P -0.046
4. C -0.169
5. S -0.295


Formula: C3H4
Source: the OMol25 dataset
Level of theory: ωB97M-V/def2-TZVPD

Its expectation value of S² is 0.7543. The gap between HOMO and LUMO (alpha / beta) is 8.0 / 7.4 eV.

```
! wB97M-V def2-TZVPD RIJCOSX def2/J DEFGRID3
* xyz -1 2
C -1.143 0.047 -1.111
H -0.546 0.310 -1.984
H -1.531 -0.967 -1.011
H -1.484 0.827 -0.428
C 1.446 -0.725 0.531
C 1.627 -0.077 1.576
H 1.632 0.586 2.427
*
```

Mulliken population analysis, charges in e, atoms 1 to 5:
1. C -0.794
2. H 0.241
3. H 0.241
4. H 0.242
5. C -1.033


Formula: C3H4
Source: the OMol25 dataset
Level of theory: ωB97M-V/def2-TZVPD

Its expectation value of S² is 0.7618. The gap between HOMO and LUMO (alpha / beta) is 5.9 / 7.9 eV.

```
! wB97M-V def2-TZVPD RIJCOSX def2/J DEFGRID3
* xyz -1 2
C 0.057 0.773 -0.779
H 0.616 0.469 -1.671
H -0.884 1.280 -1.021
H 0.668 1.305 -0.035
C -0.499 -0.986 0.116
C -0.260 -1.527 1.237
H 0.301 -1.313 2.154
*
```

Mulliken population analysis, charges in e, atoms 1 to 5:
1. C -0.831
2. H 0.204
3. H 0.206
4. H 0.245
5. C -0.622


Formula: C3H4
Source: the OMol25 dataset
Level of theory: ωB97M-V/def2-TZVPD

The gap between HOMO and LUMO is 10.9 eV. The SMILES is C#CC.

```
! wB97M-V def2-TZVPD RIJCOSX def2/J DEFGRID3
* xyz 0 1
C 1.077 -1.026 0.866
C 0.372 -0.291 0.160
C -0.606 0.579 -0.446
H 1.692 -1.731 1.357
H -0.621 1.591 -0.086
H -1.583 0.149 -0.342
H -0.331 0.729 -1.509
*
```

Mulliken population analysis, charges in e, atoms 1 to 5:
1. C -0.091
2. C -0.061
3. C -1.062
4. H 0.392
5. H 0.294


Formula: C3H41NO16
Source: the OMol25 dataset
Level of theory: ωB97M-V/def2-TZVPD

The gap between HOMO and LUMO is 8.8 eV.

```
! wB97M-V def2-TZVPD RIJCOSX def2/J DEFGRID3
* xyz 0 1
C -0.960 1.258 -3.759
C -2.141 1.092 -2.742
N -1.763 0.218 -1.502
C -2.857 0.201 -0.661
H -0.051 0.566 -3.898
H -0.597 2.316 -3.808
H -1.424 1.154 -4.845
H -2.838 0.445 -3.410
H -2.385 2.156 -2.410
H -1.003 0.655 -1.038
H -3.188 1.223 -0.233
H -3.707 -0.278 -1.014
H -2.714 -0.469 0.262
H 2.013 4.074 -3.234
H 1.259 3.806 -1.998
O 2.100 4.134 -2.366
H -1.243 1.838 1.142
H 0.103 2.463 1.287
O -0.955 2.676 1.220
H -0.252 -5.287 -0.754
H -0.101 -4.135 -0.013
O 0.488 -4.902 -0.298
H -3.781 -1.188 2.959
H -4.974 -0.571 2.254
O -4.045 -0.833 2.070
H 2.650 -1.331 -0.451
H 3.032 -2.178 0.676
O 3.383 -1.782 -0.111
H -2.668 2.110 3.751
H -2.124 3.171 2.665
O -1.960 2.372 3.309
H -0.409 3.226 -0.581
H -0.085 1.933 -1.167
O -0.117 2.867 -1.490
H 2.980 2.813 -2.015
H 3.718 2.251 -0.862
O 3.024 2.097 -1.420
H -1.153 -1.623 -3.093
H -0.803 -1.939 -1.612
O -0.484 -1.940 -2.501
H 1.337 -2.667 1.582
H 1.660 -3.168 3.019
O 2.026 -2.592 2.269
H 1.651 1.533 -0.457
H 1.092 0.136 -0.816
O 0.852 1.035 -0.219
H 1.645 -1.428 -2.638
H 2.698 -0.461 -2.241
O 1.741 -0.567 -2.117
H -0.189 0.635 2.719
H 1.078 -0.142 2.499
O 0.122 -0.311 2.787
H -1.085 -3.650 3.491
H -0.760 -2.214 3.712
O -1.417 -2.794 3.450
H -1.536 -2.556 1.437
H -0.726 -1.371 0.644
O -0.814 -2.376 0.707
H 3.411 0.193 1.262
H 2.973 -0.007 2.699
O 2.878 0.557 1.962
*
```

Mulliken population analysis, charges in e, atoms 1 to 5:
1. C -0.948
2. C -0.380
3. N 0.745
4. C -1.106
5. H 0.144


Formula: C3H47O21Y
Source: the OMol25 dataset
Level of theory: ωB97M-V/def2-TZVPD

The gap between HOMO and LUMO is 7.6 eV.

```
! wB97M-V def2-TZVPD RIJCOSX def2/J DEFGRID3
* xyz 2 1
Y 0.321 -0.119 0.173
C -3.656 1.120 1.650
C -3.362 0.281 0.437
C -4.487 0.367 -0.596
O -2.116 0.635 -0.143
H -3.500 2.198 1.610
H -3.012 0.735 2.441
H -4.657 1.084 2.080
H -3.307 -0.687 0.935
H -5.451 0.161 -0.130
H -4.371 -0.384 -1.378
H -4.607 1.324 -1.103
O -1.171 -2.225 0.009
H -0.892 -2.922 -0.584
H -2.121 -2.326 0.068
O 0.111 1.743 1.718
H -0.662 2.195 2.058
H 0.840 2.101 2.225
O 0.598 -4.995 0.150
H -0.087 -5.255 0.767
H 1.350 -5.539 0.384
O 1.409 -0.597 4.582
H 0.773 -0.463 5.284
H 2.229 -0.794 5.035
O -0.161 -1.024 2.318
H 0.388 -1.054 3.102
H -1.008 -1.364 2.607
O 0.634 1.962 -0.998
H 0.118 2.469 -1.625
H 1.465 2.434 -0.934
O 4.056 -2.882 1.070
H 4.161 -2.153 1.682
H 4.943 -3.064 0.760
O -0.771 3.949 -3.007
H -1.322 4.564 -3.490
H -1.329 3.634 -2.296
O 3.324 -2.153 -2.671
H 4.265 -2.035 -2.540
H 3.255 -2.617 -3.505
O -0.025 -3.696 -2.209
H 0.011 -4.368 -1.529
H 0.858 -3.680 -2.578
O -2.055 -0.833 4.236
H -1.750 0.072 4.309
H -3.000 -0.780 4.377
O 3.111 2.826 -1.399
H 3.502 3.582 -1.837
H 3.836 2.422 -0.922
O 0.933 2.109 -4.225
H 0.417 1.405 -4.616
H 0.291 2.785 -4.007
O 2.550 -0.208 -1.052
H 2.762 -1.001 -1.546
H 3.171 0.446 -1.372
O -0.108 -0.846 -1.997
H -0.864 -0.434 -2.416
H 0.101 -1.591 -2.560
O 2.280 0.224 1.633
H 2.149 0.515 2.535
H 3.219 0.047 1.571
O 1.607 -2.285 0.388
H 2.539 -2.384 0.584
H 1.267 -3.180 0.381
O -2.809 3.402 -1.357
H -3.720 3.690 -1.414
H -2.856 2.537 -0.950
O 2.384 2.561 3.047
H 1.767 3.055 3.588
H 3.222 3.007 3.171
O -2.001 0.557 -3.267
H -2.570 0.548 -4.036
H -2.409 1.189 -2.674
*
```

Mulliken population analysis, charges in e, atoms 1 to 5:
1. Y 1.689
2. C -1.125
3. C 0.683
4. C -1.332
5. O 0.339


Formula: C3H4AlLiO4
Source: the OMol25 dataset
Level of theory: ωB97M-V/def2-TZVPD

The gap between HOMO and LUMO is 4.6 eV.

```
! wB97M-V def2-TZVPD RIJCOSX def2/J DEFGRID3
* xyz 2 1
H 0.029 -0.481 1.606
C -0.816 -0.597 0.926
C -2.108 -1.119 1.352
O -1.873 0.280 1.099
H -2.757 -1.610 0.626
H -2.247 -1.383 2.402
O -0.298 -0.746 -0.371
H 0.880 -1.576 -1.422
O 1.331 -0.647 -1.716
C 0.619 0.202 -1.054
Al 3.645 4.227 -1.549
Li 2.568 2.190 -1.258
O 1.027 1.261 -0.640
*
```

Mulliken population analysis, charges in e, atoms 1 to 5:
1. H 0.383
2. C 0.177
3. C -0.407
4. O -0.377
5. H 0.235


Formula: C3H4AuO2
Source: the OMol25 dataset
Level of theory: ωB97M-V/def2-TZVPD

Its expectation value of S² is 3.7638. The gap between HOMO and LUMO (alpha / beta) is 6.8 / 7.1 eV.

```
! wB97M-V def2-TZVPD RIJCOSX def2/J DEFGRID3
* xyz 0 4
O 1.452 -3.511 0.946
C 0.922 -2.603 0.381
O -0.116 0.086 1.350
C -0.203 1.147 0.400
C -0.423 0.594 -1.024
Au -0.331 -1.118 -0.016
H 0.724 1.758 0.444
H -1.031 1.826 0.693
H 0.385 0.890 -1.715
H -1.378 0.932 -1.459
*
```

Mulliken population analysis, charges in e, atoms 1 to 5:
1. O -0.350
2. C -0.117
3. O -0.451
4. C -0.130
5. C -0.629


Formula: C3H4BFO5
Source: the OMol25 dataset
Level of theory: ωB97M-V/def2-TZVPD

The gap between HOMO and LUMO is 11.5 eV. The SMILES is O=C1OC[C@@](F)(B(O)O)O1.

```
! wB97M-V def2-TZVPD RIJCOSX def2/J DEFGRID3
* xyz 0 1
O -0.785 -2.485 -1.582
C -0.990 -1.433 -1.070
O -1.879 -1.169 -0.075
C -1.074 -0.377 0.820
C -0.291 0.520 -0.142
F -1.014 1.675 -0.423
B 1.269 0.839 0.168
O 1.974 1.586 -0.715
O 1.857 0.352 1.312
O -0.305 -0.277 -1.341
H -1.695 0.183 1.515
H -0.390 -1.069 1.320
H 1.433 2.267 -1.137
H 1.889 -0.610 1.349
*
```

Mulliken population analysis, charges in e, atoms 1 to 5:
1. O -0.474
2. C 0.609
3. O -0.335
4. C -0.480
5. C 0.593


Formula: C3H4BaLiO3
Source: the OMol25 dataset
Level of theory: ωB97M-V/def2-TZVPD

The gap between HOMO and LUMO is 6.8 eV.

```
! wB97M-V def2-TZVPD RIJCOSX def2/J DEFGRID3
* xyz 1 1
O -0.246 -1.651 0.487
C -1.128 -0.655 0.344
C 1.107 -1.363 0.558
O -2.329 -0.911 0.382
O -0.690 0.523 0.088
C 1.902 -1.442 -0.516
H 1.465 -1.159 1.571
H 2.681 1.437 1.026
H 1.512 -1.737 -1.492
H 2.974 -1.284 -0.387
Ba 1.266 1.632 -0.497
Li -2.723 0.988 -0.016
*
```

Mulliken population analysis, charges in e, atoms 1 to 5:
1. O -0.314
2. C 1.004
3. C 0.008
4. O -0.765
5. O -0.843


Formula: C3H4BaLiO4
Source: the OMol25 dataset
Level of theory: ωB97M-V/def2-TZVPD

Its expectation value of S² is 0.7529. The gap between HOMO and LUMO (alpha / beta) is 8.0 / 8.7 eV.

```
! wB97M-V def2-TZVPD RIJCOSX def2/J DEFGRID3
* xyz 2 2
H -4.572 1.249 0.913
C -4.451 0.519 0.112
C -4.285 -0.914 0.089
O -3.198 0.034 -0.240
H -4.108 -1.465 1.016
H -4.617 -1.486 -0.779
O 1.809 -0.364 0.221
C 2.919 0.072 -0.274
O 3.447 1.148 0.093
Ba -0.640 0.309 -0.072
H 4.596 0.010 0.254
Li 2.772 -2.470 0.155
O 3.858 -0.861 -0.077
*
```

Mulliken population analysis, charges in e, atoms 1 to 5:
1. H 0.314
2. C -0.219
3. C -0.209
4. O -0.415
5. H 0.269


Formula: C3H4BaO3
Source: the OMol25 dataset
Level of theory: ωB97M-V/def2-TZVPD

The gap between HOMO and LUMO (alpha / beta) is 5.7 / 5.7 eV.

```
! wB97M-V def2-TZVPD RIJCOSX def2/J DEFGRID3
* xyz 0 1
O 0.459 -0.522 -1.840
C -0.202 0.541 -1.560
O 0.523 1.596 -1.646
O -1.227 0.479 -0.744
C -0.770 0.219 0.954
C -0.681 -1.060 1.305
H -1.190 1.143 1.347
H -1.311 -1.818 0.839
H 0.222 -1.611 1.568
Ba 2.799 0.447 -1.058
H 1.377 0.586 0.835
*
```

Mulliken population analysis, charges in e, atoms 1 to 5:
1. O -0.847
2. C 0.903
3. O -0.830
4. O -0.509
5. C -0.149


Formula: C3H4BiLiO4
Source: the OMol25 dataset
Level of theory: ωB97M-V/def2-TZVPD

Its expectation value of S² is 0.7556. The gap between HOMO and LUMO (alpha / beta) is 4.8 / 4.8 eV.

```
! wB97M-V def2-TZVPD RIJCOSX def2/J DEFGRID3
* xyz 3 2
O -2.671 0.203 -0.217
C -1.534 -0.125 -0.649
O -1.368 -0.389 -1.866
Bi -3.440 -0.262 -2.089
O -0.514 -0.060 0.211
C 0.867 0.122 -0.350
C 1.670 0.009 0.916
H 1.043 0.990 -0.991
H 1.058 -0.762 -0.970
H 2.648 -0.479 0.748
H 1.843 1.181 0.929
Li -0.809 -0.218 2.175
O 1.208 -0.210 2.153
*
```

Mulliken population analysis, charges in e, atoms 1 to 5:
1. O -0.501
2. C 0.955
3. O -0.457
4. Bi 1.875
5. O -0.253


Formula: C3H4Br2
Source: the OMol25 dataset
Level of theory: ωB97M-V/def2-TZVPD

Its expectation value of S² is 2.0076. The gap between HOMO and LUMO (alpha / beta) is 8.7 / 6.6 eV.

```
! wB97M-V def2-TZVPD RIJCOSX def2/J DEFGRID3
* xyz 0 3
C -0.490 -0.608 -0.057
C 0.347 0.654 -0.336
C 0.250 -0.507 -1.295
Br 1.155 -1.573 -2.574
Br -1.582 1.304 -3.232
H -0.229 -1.276 0.839
H -1.640 -0.425 -0.109
H -0.208 1.453 -0.579
H 1.354 0.766 0.055
*
```

Mulliken population analysis, charges in e, atoms 1 to 5:
1. C -0.189
2. C -0.302
3. C -0.268
4. Br -0.113
5. Br 0.015


Formula: C3H4Br2O
Source: the OMol25 dataset
Level of theory: ωB97M-V/def2-TZVPD

Its expectation value of S² is 2.0060. The gap between HOMO and LUMO (alpha / beta) is 6.9 / 6.3 eV.

```
! wB97M-V def2-TZVPD RIJCOSX def2/J DEFGRID3
* xyz 0 3
C 1.638 0.076 -0.739
C 0.368 0.169 -0.714
C -0.751 -0.142 0.574
O -1.732 -0.851 0.137
Br -1.349 1.989 0.959
Br -0.083 -0.712 2.304
H 2.146 0.314 -1.722
H 2.304 -0.480 -0.114
H -0.240 0.800 -1.443
H -2.301 -1.163 0.758
*
```

Mulliken population analysis, charges in e, atoms 1 to 5:
1. C -0.577
2. C -0.065
3. C 0.090
4. O -0.416
5. Br -0.005


Number 1: molecular weight 135.120 g/mol. Number 2: molecular weight 168.443 g/mol. Number 3: molecular weight 86.030 g/mol. Number 4: molecular weight 118.097 g/mol. Number 5: molecular weight 70.031 g/mol. Number 6: molecular weight 102.098 g/mol. Number 7: molecular weight 40.065 g/mol. Number 8: molecular weight 40.065 g/mol. Number 9: molecular weight 40.065 g/mol. Number 10: molecular weight 347.352 g/mol. Number 11: molecular weight 508.294 g/mol. Number 12: molecular weight 137.984 g/mol. Number 13: molecular weight 269.030 g/mol. Number 14: molecular weight 149.870 g/mol. Number 15: molecular weight 232.331 g/mol. Number 16: molecular weight 248.330 g/mol. Number 17: molecular weight 225.390 g/mol. Number 18: molecular weight 319.982 g/mol. Number 19: molecular weight 199.873 g/mol. Number 20: molecular weight 215.872 g/mol.